No. 1
The following is a DFT calculation (ωB97M-V/def2-TZVPD) of a structure of composition C11H4N4O4Tl.

Calculated values
Total energy (a.u.): -1114.06104
Total charge: -1
Gap between HOMO and LUMO (eV): 7.38

```
24
Properties=species:S:1:pos:R:3:lowdin_charge:R:1
Tl -0.851 -2.626 2.451 0.860
O -0.939 -2.754 -0.094 -0.156
C -0.363 -2.099 -0.952 -0.213
C 0.773 -1.221 -0.803 -0.116
C 1.261 -0.664 -1.984 0.033
C 2.356 0.162 -1.982 -0.172
C 3.005 0.477 -0.769 -0.005
C 2.550 -0.045 0.400 0.003
C 1.411 -0.927 0.461 -0.367
O 1.040 -1.392 1.571 -0.239
N 2.846 0.707 -3.227 -0.372
O 2.271 0.411 -4.264 0.041
O 3.830 1.432 -3.189 0.042
H -0.726 -2.178 -1.994 0.127
H 0.778 -0.888 -2.927 0.122
H 3.860 1.137 -0.797 0.114
H 3.027 0.189 1.342 0.113
N -2.164 -0.524 2.084 0.039
C -2.872 0.384 2.219 -0.206
C -3.726 1.476 2.383 -0.299
C -5.019 1.444 1.802 -0.270
N -6.073 1.416 1.330 0.095
C -3.307 2.588 3.154 -0.269
N -2.967 3.494 3.785 0.096
```



No. 2
The following is a DFT calculation (ωB97M-V/def2-TZVPD) of a structure of composition C11H5MnN2O5 at a distorted geometry.

Calculated values
2S+1: 6
Total energy (a.u.): -2058.35708
Total charge: +1
Gap between HOMO and LUMO (alpha / beta) (eV): 5.50 / 8.38
Expectation value of S²: 8.8154
Energy relative to the best compared isomer or geometry (same formula, charge and spin) (eV): 1.2735

```
24
Properties=species:S:1:pos:R:3:lowdin_charge:R:1
O 4.776 -1.532 -1.446 0.160
C 3.803 -1.038 -1.078 0.079
Mn -0.468 1.014 0.519 0.343
O 0.175 -1.562 -0.821 0.130
C 0.069 -0.515 -0.320 -0.190
C -0.963 2.575 1.357 -0.120
O -1.352 3.539 1.874 0.191
C -0.506 1.920 -1.057 -0.142
O -0.579 2.504 -2.061 0.175
C 0.141 0.378 2.107 -0.143
O 0.487 -0.052 3.131 0.174
H 2.513 -0.436 -0.606 0.045
N -7.510 -1.181 0.749 0.206
C -6.387 -0.851 0.719 -0.131
C -5.000 -0.438 0.679 -0.181
C -4.355 -0.004 1.838 0.037
C -3.029 0.413 1.767 -0.064
N -2.359 0.388 0.594 -0.068
C -2.959 -0.046 -0.536 -0.064
C -4.288 -0.461 -0.521 0.037
H -4.871 0.027 2.796 0.140
H -2.494 0.767 2.652 0.123
H -2.370 -0.048 -1.456 0.124
H -4.750 -0.798 -1.447 0.139
```



No. 3
The following is a DFT calculation (ωB97M-V/def2-TZVPD) of a cluster of 19 separate species, C11H60NO18 in total at a distorted geometry.

Calculated values
Total energy (a.u.): -1863.72249
Total charge: +1
Gap between HOMO and LUMO (eV): 9.65
Energy relative to the best compared isomer or geometry (same formula, charge and spin) (eV): 0.0000

```
90
Properties=species:S:1:pos:R:3:lowdin_charge:R:1
C -1.673 2.936 3.931 -0.100
C -1.533 2.585 2.459 -0.204
C -1.308 1.072 2.136 -0.097
C -1.196 0.912 0.565 -0.056
N -0.466 -0.279 0.122 -0.189
C -1.250 -1.427 0.606 -0.142
C -0.767 -1.964 1.910 -0.128
C 0.662 -1.658 1.793 -0.150
C 0.878 -0.478 0.767 -0.054
C -0.344 -0.546 -1.376 -0.055
C 0.336 0.696 -2.096 -0.206
C 0.509 0.563 -3.569 -0.089
H -0.733 2.770 4.538 0.095
H -2.583 2.507 4.523 0.115
H -1.776 3.975 4.075 0.026
H -0.569 3.255 2.148 0.134
H -2.240 2.986 1.819 0.056
H -1.872 0.516 2.672 0.044
H -0.504 0.929 2.607 0.035
H -0.796 1.782 0.093 0.114
H -2.171 0.764 0.154 0.102
H -1.431 -2.240 -0.069 0.147
H -2.191 -1.128 0.409 0.098
H -0.873 -3.099 1.797 0.141
H -0.964 -1.557 2.956 0.152
H 1.440 -2.480 1.424 0.140
H 1.088 -1.235 2.678 0.101
H 1.576 -0.832 0.149 0.063
H 1.347 0.437 1.163 0.128
H -1.394 -0.674 -1.840 0.158
H 0.246 -1.415 -1.531 0.093
H 1.263 1.109 -1.727 0.108
H -0.336 1.595 -1.905 0.114
H 1.092 -0.302 -3.857 0.059
H 0.799 1.516 -4.020 0.100
H -0.384 0.260 -4.022 0.047
O 3.825 -2.754 -0.127 -0.046
H 3.171 -3.506 0.184 0.095
H 4.650 -3.118 -0.285 0.029
O 3.115 1.909 2.025 -0.037
H 3.934 1.456 1.980 -0.013
H 3.294 2.511 2.742 0.060
O 1.759 3.913 0.598 -0.051
H 2.290 4.701 0.753 0.057
H 2.171 3.278 1.176 -0.023
O 3.955 -2.545 3.238 -0.023
H 3.554 -1.793 2.892 -0.041
H 4.890 -2.581 3.100 0.028
O -2.827 6.545 2.842 -0.122
H -2.827 6.414 3.823 0.042
H -1.854 6.287 2.698 0.015
O 4.156 -1.024 -4.012 -0.012
H 4.760 -1.657 -4.309 0.009
H 3.556 -1.418 -3.445 -0.075
O 4.657 -0.123 1.596 0.040
H 5.534 0.029 1.473 0.027
H 4.438 -0.448 0.764 0.025
O -4.677 0.808 -0.242 -0.049
H -5.617 1.276 -0.333 0.171
H -4.330 1.631 -0.224 -0.077
O -0.157 -5.843 2.190 0.016
H -0.011 -6.719 2.277 0.003
H -0.510 -5.654 3.050 0.066
O 2.455 -2.310 -2.291 -0.077
H 1.693 -2.927 -2.561 0.096
H 2.985 -2.549 -1.539 -0.040
O -4.695 0.031 2.620 -0.031
H -4.804 0.078 1.664 -0.008
H -5.256 0.758 2.731 0.001
O -2.710 -1.158 -5.190 0.000
H -2.084 -1.710 -4.875 -0.089
H -3.162 -0.619 -4.580 -0.027
O -0.759 -2.927 -4.279 -0.024
H 0.013 -2.901 -4.883 0.024
H -0.258 -3.418 -3.693 -0.013
O -3.384 3.296 -0.594 0.022
H -2.715 3.876 -0.964 0.079
H -3.699 3.729 0.115 -0.008
O -3.594 0.400 -2.770 -0.065
H -3.241 1.356 -2.547 0.105
H -3.993 0.132 -1.973 -0.032
O 1.670 -2.765 -5.716 -0.047
H 2.003 -1.762 -5.692 0.138
H 2.290 -3.312 -6.076 -0.006
O -0.356 5.799 1.613 -0.013
H -0.245 6.234 0.842 -0.008
H 0.141 4.975 1.436 0.014
O 1.543 -4.915 0.186 -0.154
H 2.289 -5.647 0.043 0.119
H 1.087 -5.170 1.069 0.030
```



No. 4
The following is a DFT calculation (ωB97M-V/def2-TZVPD) of a cluster of 20 separate species, C11H62NO19 in total at a distorted geometry.

Calculated values
Total energy (a.u.): -1939.99983
Total charge: +1
Gap between HOMO and LUMO (eV): 10.30
Energy relative to the best compared isomer or geometry (same formula, charge and spin) (eV): 3.2630

```
93
Properties=species:S:1:pos:R:3:lowdin_charge:R:1
C 16.618 34.269 23.774 -0.095
C 17.869 35.017 23.490 -0.271
C 18.954 34.663 24.597 -0.170
C 18.612 35.040 26.064 -0.045
N 19.802 34.879 27.111 -0.139
C 19.248 34.948 28.429 -0.211
C 18.890 36.378 28.679 -0.115
C 19.981 37.224 27.819 -0.079
C 20.815 36.057 27.078 -0.053
C 20.518 33.433 26.999 -0.061
C 19.635 32.237 27.157 -0.140
C 20.453 30.863 26.999 0.022
H 16.024 34.340 22.777 0.108
H 16.283 34.672 24.732 0.066
H 16.772 33.100 23.804 0.117
H 18.111 36.001 23.409 0.028
H 18.433 34.723 22.495 0.152
H 19.939 34.960 24.169 0.134
H 19.022 33.668 24.674 0.039
H 17.698 34.821 26.622 0.116
H 18.188 36.105 25.779 0.155
H 20.054 34.636 29.216 0.164
H 18.352 34.376 28.499 0.100
H 19.110 36.603 29.818 0.129
H 18.021 36.442 28.229 0.047
H 20.623 37.768 28.670 0.113
H 19.738 37.867 26.936 0.105
H 21.749 35.906 27.828 0.157
H 21.216 36.180 26.176 0.050
H 21.375 33.354 27.791 0.162
H 21.086 33.395 26.244 0.042
H 18.852 32.151 26.574 0.032
H 19.218 32.382 28.154 0.087
H 21.022 30.780 26.180 0.050
H 19.947 30.178 27.188 -0.063
H 21.267 30.978 27.667 0.078
O 17.417 38.485 23.928 0.050
H 18.328 38.335 23.778 0.060
H 16.846 38.188 23.380 -0.088
O 16.674 37.310 21.453 -0.017
H 17.427 37.338 20.937 0.006
H 16.145 37.919 20.888 0.087
O 22.921 37.780 29.972 0.015
H 23.672 37.846 29.491 -0.035
H 22.517 38.613 29.802 0.012
O 20.916 34.627 31.973 -0.037
H 21.842 34.603 32.130 0.032
H 20.770 35.548 31.717 0.001
O 20.303 37.396 31.884 -0.053
H 19.309 37.486 31.635 0.044
H 20.439 38.283 31.853 -0.014
O 23.984 32.611 26.760 -0.125
H 23.971 33.426 27.402 0.062
H 24.869 32.169 26.645 0.073
O 22.857 37.825 24.477 -0.150
H 23.743 38.418 24.528 0.117
H 22.984 37.123 23.785 0.048
O 20.070 31.979 30.909 -0.063
H 20.758 31.411 30.690 -0.007
H 20.629 32.856 30.980 0.070
O 24.619 35.454 28.006 -0.050
H 24.736 35.295 28.933 0.036
H 24.304 36.390 27.924 0.054
O 22.767 31.504 23.972 -0.133
H 23.663 31.517 23.488 0.069
H 23.190 31.743 24.880 0.028
O 17.053 32.242 29.877 -0.091
H 17.999 32.112 30.205 0.069
H 16.591 31.740 30.594 0.103
O 16.285 35.162 30.354 -0.025
H 15.374 35.027 30.253 0.022
H 16.665 34.271 30.188 0.024
O 16.200 32.659 27.461 0.000
H 16.188 32.247 28.418 0.069
H 16.056 32.130 26.852 -0.118
O 17.977 27.935 26.735 -0.082
H 17.240 27.933 27.279 -0.027
H 18.764 27.518 27.305 0.063
O 21.102 40.542 28.587 -0.147
H 21.947 40.550 28.028 0.062
H 20.388 40.974 27.930 0.118
O 15.607 37.593 25.678 -0.070
H 15.005 37.155 25.156 -0.029
H 16.315 37.977 25.037 0.019
O 20.496 27.346 27.913 0.028
H 20.214 27.962 28.547 0.026
H 20.711 26.590 28.354 0.014
O 17.635 37.832 31.358 -0.013
H 17.092 37.034 31.238 0.047
H 17.141 38.517 31.004 0.031
O 18.795 30.570 24.267 -0.074
H 18.603 30.536 25.214 0.009
H 18.355 30.084 23.528 0.072
```